Record 1
93
Properties=species:S:1:pos:R:3 method="wB97M-V/def2-TZVPD" total_charge=0 e_lumo_ev=-0.36 orbital_gap_ev=7.682 relative_energy_kj_mol=0.0 homo_ev=-8.0464 e_tot_ha=-6424.47552
Cs 1.11 -0.24 -0.72
C -3.30 2.49 1.55
O -2.54 2.09 2.73
C -1.38 1.60 2.25
N -1.13 1.69 1.02
C -2.30 2.30 0.38
C -2.82 1.44 -0.74
C -3.58 1.99 -1.77
C -4.06 1.20 -2.80
C -3.76 -0.15 -2.83
C -3.00 -0.72 -1.81
C -2.55 0.07 -0.76
C -0.50 0.93 3.23
C -0.60 1.17 4.60
C 0.22 0.46 5.45
C 1.09 -0.48 4.93
C 1.11 -0.66 3.55
N 0.34 0.04 2.71
C 1.96 -1.71 2.93
N 2.25 -1.77 1.71
C 2.88 -3.08 1.49
C 3.20 -3.54 2.93
O 2.36 -2.69 3.76
C 1.94 -3.98 0.72
C 2.45 -4.88 -0.20
C 1.61 -5.72 -0.92
C 0.24 -5.64 -0.73
C -0.29 -4.73 0.17
C 0.56 -3.90 0.90
H -4.16 1.82 1.47
H -3.63 3.51 1.70
H -2.01 3.27 -0.04
H -3.78 3.06 -1.77
H -4.64 1.64 -3.60
H -4.10 -0.77 -3.66
H -2.76 -1.77 -1.83
H -2.01 -0.39 0.06
H -1.31 1.90 4.97
H 0.18 0.63 6.52
H 1.73 -1.08 5.56
H 3.79 -2.96 0.91
H 2.94 -4.58 3.14
H 4.24 -3.35 3.20
H 3.52 -4.92 -0.37
H 2.02 -6.41 -1.64
H -0.42 -6.28 -1.30
H -1.36 -4.67 0.32
H 0.13 -3.19 1.59
C 0.88 4.17 -0.97
O 0.49 2.98 -1.64
C -0.36 3.12 -2.70
C -1.13 4.25 -2.92
C -2.00 4.27 -4.01
Br -3.06 5.82 -4.28
C -2.13 3.19 -4.84
C -1.36 2.04 -4.62
C -0.43 2.04 -3.58
O 0.43 1.00 -3.37
C -1.67 0.86 -5.44
N -2.39 0.92 -6.53
C -2.60 -0.39 -6.90
C -3.31 -0.92 -7.98
C -3.39 -2.29 -8.09
C -2.77 -3.14 -7.15
C -2.05 -2.64 -6.09
C -1.98 -1.25 -5.98
N -1.37 -0.42 -5.07
H 1.25 4.91 -1.67
H 1.67 3.88 -0.28
H 0.05 4.60 -0.40
H -1.07 5.11 -2.27
H -2.84 3.18 -5.66
H 0.73 0.60 -4.21
H -3.79 -0.26 -8.69
H -3.94 -2.73 -8.91
H -2.85 -4.21 -7.28
H -1.57 -3.29 -5.37
H -0.90 -0.73 -4.23
F 2.79 -3.54 -5.61
C 1.98 -3.65 -4.58
F 2.49 -4.51 -3.70
F 0.81 -4.13 -5.00
S 1.68 -1.99 -3.77
O 0.37 -2.09 -3.18
O 1.83 -1.02 -4.83
N 2.71 -1.87 -2.60
S 4.29 -1.80 -2.70
O 4.82 -2.42 -3.88
O 4.83 -2.09 -1.41
C 4.63 0.01 -2.90
F 4.19 0.47 -4.06
F 5.94 0.22 -2.83
F 4.04 0.72 -1.92

Record 2
44
Properties=species:S:1:pos:R:3 method="wB97M-V/def2-TZVPD" total_charge=+4 e_lumo_ev="-13.40 / -18.46" orbital_gap_ev="9.369 / 4.418" relative_energy_kj_mol=0.0 homo_ev="-22.7647 / -22.8792" e_tot_ha=-1209.47202 s_squared=6.027 spin_multiplicity=5
N 0.08 3.19 -0.01
C 0.36 4.31 0.10
C 0.67 5.71 0.21
H -0.28 6.28 0.21
H 1.28 6.01 -0.66
H 1.22 5.88 1.14
N 3.05 -1.97 0.47
C 3.83 -2.49 -0.21
C 4.87 -3.17 -0.96
H 5.19 -2.51 -1.79
H 4.45 -4.07 -1.42
H 5.73 -3.42 -0.31
N -2.77 -1.54 -0.07
C -3.74 -2.16 0.08
C -4.96 -2.90 0.21
H -4.79 -3.70 0.95
H -5.22 -3.33 -0.76
H -5.75 -2.22 0.54
Pd 0.27 -0.22 -0.21
C 0.09 -2.02 0.58
O -0.06 -2.90 1.30
C 1.84 0.72 0.58
O 2.60 1.28 1.24
C 1.10 0.94 -2.13
C -0.29 1.02 -2.05
C -1.05 -0.16 -2.06
C -0.39 -1.39 -2.17
C 0.98 -1.44 -2.44
C 1.72 -0.28 -2.41
H 1.70 1.84 -2.02
H -0.78 1.97 -1.87
H -2.12 -0.11 -1.89
H -0.97 -2.31 -2.07
H 1.44 -2.41 -2.65
H 2.81 -0.31 -2.57
N -1.34 1.72 3.26
C -2.13 0.59 3.34
C -1.63 -0.30 2.42
N -0.63 0.34 1.73
C -0.39 1.51 2.32
H -1.44 2.60 3.76
H -2.99 0.51 3.97
H -1.95 -1.31 2.22
H 0.40 2.23 2.11

Record 3
91
Properties=species:S:1:pos:R:3 method="wB97M-V/def2-TZVPD" total_charge=-1 e_lumo_ev="1.61 / 0.81" orbital_gap_ev="6.222 / 6.123" relative_energy_kj_mol=218.8 homo_ev="-4.6101 / -5.3083" e_tot_ha=-4688.89250 s_squared=2.046 spin_multiplicity=3
Mo -0.24 -0.17 -0.96
C -1.18 -3.90 1.01
C -0.93 -2.83 0.01
N -0.18 -1.77 0.26
N 0.48 -1.75 1.45
C 1.25 -0.70 1.56
O 1.35 0.17 0.62
C 2.09 -0.59 2.77
C 3.22 0.22 2.75
C 4.05 0.28 3.86
C 3.76 -0.48 4.99
C 2.63 -1.28 5.01
C 1.79 -1.33 3.91
C -1.29 -2.89 -1.37
C -2.04 -3.90 -1.98
C -2.18 -3.92 -3.34
C -1.53 -2.94 -4.09
C -0.85 -1.94 -3.43
N -0.76 -1.86 -2.09
H -0.39 -3.86 1.76
H -2.13 -3.71 1.50
H -1.19 -4.88 0.54
H 3.45 0.79 1.87
H 4.94 0.90 3.84
H 4.42 -0.44 5.85
H 2.39 -1.84 5.90
H 0.89 -1.93 3.92
H -2.52 -4.64 -1.35
H -2.78 -4.68 -3.84
H -1.59 -2.91 -5.17
H -0.39 -1.13 -3.98
N -1.20 4.36 1.79
C -0.24 3.21 1.97
C 0.90 3.72 2.84
P 0.39 2.98 0.19
O 1.93 2.62 0.32
O 0.23 4.37 -0.34
O -0.33 1.87 -0.55
P -0.98 1.66 2.70
O -2.28 2.24 3.46
O 0.00 1.08 3.61
O -1.48 0.69 1.58
H -0.80 4.81 0.90
H -1.26 4.95 2.61
H -2.11 3.95 1.53
H 1.46 4.49 2.32
H 1.57 2.90 3.10
H 0.50 4.11 3.78
H 1.98 1.64 0.47
H -3.08 1.76 3.19
F -2.84 -0.30 -2.85
B -1.99 0.47 -2.09
F -2.28 1.78 -2.33
C 1.35 1.89 -5.82
C 0.80 2.50 -4.70
C 0.83 1.88 -3.47
C 1.43 0.62 -3.32
C 1.99 0.02 -4.46
C 1.95 0.64 -5.69
N 1.45 -0.07 -2.08
C 2.68 -0.64 -1.75
C 3.88 0.05 -1.97
C 5.10 -0.51 -1.64
C 5.16 -1.77 -1.06
C 3.98 -2.47 -0.84
C 2.76 -1.91 -1.18
H 1.31 2.38 -6.79
H 0.34 3.48 -4.79
H 0.41 2.37 -2.61
H 2.44 -0.96 -4.36
H 2.37 0.15 -6.56
H 3.84 1.05 -2.39
H 6.01 0.05 -1.80
H 6.12 -2.20 -0.79
H 4.01 -3.45 -0.39
H 1.84 -2.47 -1.02
F -4.56 2.57 -1.21
C -4.72 1.47 -0.46
F -5.71 1.78 0.41
F -5.17 0.51 -1.26
S -3.12 1.07 0.57
O -2.55 0.14 -0.46
O -2.85 2.49 0.68
N -3.93 0.43 1.80
S -4.49 -1.05 1.68
O -5.85 -1.14 1.26
O -3.57 -2.02 1.16
C -4.53 -1.48 3.49
F -5.12 -2.68 3.63
F -5.22 -0.61 4.23
F -3.30 -1.58 3.99

Record 4
16
Properties=species:S:1:pos:R:3 method="wB97M-V/def2-TZVPD" total_charge=0 e_lumo_ev=-0.16 orbital_gap_ev=8.222 relative_energy_kj_mol=536.8 homo_ev=-8.3841 e_tot_ha=-413.21159
C 1.65 -0.91 1.35
N 0.23 -0.72 1.14
C -0.29 -0.87 -0.55
N -0.14 -1.86 -1.18
H -0.42 -1.37 1.58
H 2.20 -0.67 0.44
H 1.86 -1.94 1.63
H 1.96 -0.25 2.16
C -0.72 0.61 -0.44
N -2.15 0.67 -0.60
N -0.04 1.52 -1.34
O -0.35 0.82 0.90
H 0.73 2.00 -0.90
H -2.43 0.27 -1.49
H -2.47 1.63 -0.53
H 0.35 1.06 -2.16